(1)
Here is a 2-piece molecular cluster, C4H3FIO2 overall in a non-equilibrium geometry from the Open Molecules 2025 dataset. Energies are from ωB97M-V with the def2-TZVPD basis set.

Atoms and positions in Å:
C (-1.96583, -1.07345, 0.68405)
C (0.75733, 0.81795, -0.71771)
C (-1.05366, -0.10636, 1.01431)
C (1.85009, 0.09878, -0.91319)
O (-2.30824, 0.09230, 0.10764)
O (-2.39425, -2.22256, 0.63528)
F (1.90459, -1.21143, -1.41650)
I (3.65987, 0.43442, 0.17865)
H (-0.10294, 0.68680, -1.31695)
H (0.91548, 1.86846, -0.19058)
H (-1.26244, 0.61510, 1.93501)

Forces on the atoms, in the same order (eV/Å):
C -1.2 -1.6 0.2
C 1.4 2.6 0.9
C 1.5 2.8 2.5
C 1.1 -1.5 0.5
O -1.0 -0.3 -1.4
O 0.3 1.3 0.0
F -0.4 1.8 0.3
I -0.6 -0.1 -0.4
H -1.0 -0.4 -0.1
H -0.5 -2.6 -1.2
H 0.4 -2.0 -1.3

Summary:
Total charge: -1
Spin multiplicity: 1
Relative energy (zero: lowest compared OMol25 entry of this formula, charge and spin): 85.2 kcal per mole
E_HOMO: -0.104 Eh
Gap between HOMO and LUMO: 0.2013 hartree


(2)
Here is one molecule with the formula C4H6N2O in a non-equilibrium geometry from the Open Molecules 2025 dataset. Energies are from ωB97M-V with the def2-TZVPD basis set.

Atoms and positions in Å:
H (1.98731, 1.54332, -0.41087)
N (1.03252, 1.83009, -0.00918)
C (0.17541, 0.86412, -0.13624)
C (-1.21652, 0.92596, 0.17882)
C (-1.71642, -0.30775, 0.12318)
O (-0.75604, -1.20532, -0.26413)
N (0.47437, -0.50344, -0.43170)
C (1.50654, -1.20112, 0.35234)
H (-1.69061, 1.87035, 0.63035)
H (-2.70825, -0.64348, 0.31884)
H (1.28743, -1.24883, 1.41885)
H (1.69185, -2.15273, -0.03755)
H (2.43837, -0.69989, 0.17103)

Forces on the atoms, in the same order (eV/Å):
H -1.7 0.4 1.0
N 0.7 -1.3 -1.5
C 2.4 0.5 0.8
C -1.6 2.0 1.5
C 1.6 0.5 -0.4
O -0.8 -0.6 0.2
N -0.5 0.3 0.1
C -0.4 1.5 0.0
H 0.7 -1.8 -1.1
H -0.3 -0.6 -0.1
H -0.1 0.1 0.0
H -0.3 -1.6 -0.6
H 0.3 0.7 0.2

Summary:
Spin multiplicity: 1
Relative energy (zero: lowest compared OMol25 entry of this formula, charge and spin): 74.9 kcal per mole
E_HOMO: -0.314 Eh
Gap between HOMO and LUMO: 0.3481 hartree
SMILES: [H]/N=c1/ccon1C


(3)
Here is a 13-piece molecular cluster, C3H33N2O13 overall in a non-equilibrium geometry from the Open Molecules 2025 dataset. Energies are from ωB97M-V with the def2-TZVPD basis set.

Atoms and positions in Å:
N (0.69734, -1.34174, -0.95289)
C (0.03112, 0.14496, -1.10382)
C (-0.61162, 0.40324, 0.13783)
N (-1.36584, 1.49162, 0.32534)
C (-1.60100, 2.58253, -0.60408)
O (-0.36444, -0.25710, 1.14358)
H (1.52880, -1.35952, -1.52868)
H (-0.01654, -2.13028, -1.14162)
H (1.00957, -1.43624, 0.10493)
H (0.81911, 0.97360, -1.37874)
H (-0.54981, 0.04300, -1.99957)
H (-1.76902, 1.73765, 1.25324)
H (-0.62987, 2.96836, -0.89018)
H (-2.34617, 3.36399, -0.31271)
H (-2.46367, 2.41108, -1.31512)
H (-2.72592, 0.07852, -3.33180)
H (-3.25227, -0.21952, -1.83801)
O (-2.46809, -0.05345, -2.41505)
H (-2.68386, -0.42584, 2.15852)
H (-4.02442, -0.94572, 2.18462)
O (-3.50748, -0.11241, 2.38168)
H (0.48034, -0.35155, 2.65210)
H (1.80910, 0.08355, 2.95172)
O (1.35919, -0.64988, 3.01130)
H (-3.79276, 1.10441, 1.16621)
H (-4.98752, 2.23685, 0.97337)
O (-4.35299, 1.59154, 0.55663)
H (4.36542, -0.68862, 2.24198)
H (3.68379, 0.53080, 2.04393)
O (3.93624, -0.17466, 1.53121)
H (3.36566, -1.85513, -3.23808)
H (3.70679, -2.55210, -1.98437)
O (3.20370, -1.89195, -2.32575)
H (2.58523, -1.85957, 1.67968)
H (1.25875, -2.67339, 1.70120)
O (2.02224, -2.49129, 1.14152)
H (2.33300, 2.96746, -1.08992)
H (2.67529, 1.53559, -0.66916)
O (2.05040, 2.20646, -0.43011)
H (-1.97218, -3.62016, -2.12228)
H (-1.81326, -2.29080, -2.84438)
O (-1.31904, -3.01446, -2.48637)
H (3.03389, 2.64928, 2.77829)
H (2.36155, 2.27061, 1.30439)
O (2.59179, 2.07218, 2.24167)
H (3.99011, 0.32909, -0.04139)
H (3.63946, -0.39964, -1.33519)
O (3.93572, 0.41068, -1.06260)
H (-5.52987, -0.73572, -0.78672)
H (-4.67434, 0.36285, -0.51210)
O (-4.79299, -0.37772, -1.16532)

Forces on the atoms, in the same order (eV/Å):
N -1.6 2.0 2.1
C 3.5 -2.0 -3.1
C -1.3 2.1 3.1
N -1.9 1.9 0.3
C -2.3 0.4 -0.9
O -0.3 -1.5 0.1
H 0.2 -0.7 -0.4
H 1.2 1.5 -0.3
H -0.2 -0.1 -2.0
H -1.2 -1.9 1.0
H -0.8 0.2 0.2
H 1.1 -1.2 -0.8
H -0.4 0.4 -0.8
H 1.6 0.0 1.9
H 2.0 -1.3 -0.9
H -0.6 0.1 0.2
H 0.1 0.0 -1.0
O 0.2 -0.4 0.1
H 3.8 -0.9 -0.6
H 0.2 1.5 0.5
O -3.5 -0.9 0.2
H 1.1 -0.7 0.4
H 4.1 6.3 -0.3
O -4.9 -5.4 0.6
H -0.4 -0.1 1.1
H 1.3 -1.3 -0.2
O -1.2 1.8 -0.8
H 0.3 -0.3 -0.9
H -1.7 3.7 1.5
O 1.6 -3.5 -0.3
H 0.4 0.1 -2.0
H 2.3 -3.2 1.6
O -2.8 2.8 0.3
H -1.3 -0.8 -0.8
H 0.3 0.1 0.3
O 0.9 0.6 0.3
H -0.9 -2.1 2.2
H 1.4 -1.4 -0.6
O -0.3 3.9 -1.7
H 0.0 -0.1 -0.1
H -0.6 0.9 -0.3
O 0.7 -0.7 0.6
H 1.6 2.9 1.3
H 0.5 0.8 0.7
O -2.1 -3.6 -1.8
H 0.4 -0.2 -2.0
H -1.0 -3.4 -1.4
O 0.9 3.7 3.3
H -3.3 -2.2 1.0
H 0.2 0.2 -0.7
O 2.7 2.1 -0.3

Summary:
Total charge: +1
Spin multiplicity: 1
Relative energy (zero: lowest compared OMol25 entry of this formula, charge and spin): 59.2 kcal per mole
E_HOMO: -0.471 Eh
Gap between HOMO and LUMO: 0.3859 hartree


(4)
Here is a 3-piece molecular cluster, C17H41BF3NO3P overall in a non-equilibrium geometry from the Open Molecules 2025 dataset. Energies are from ωB97M-V with the def2-TZVPD basis set.

Atoms and positions in Å:
C (4.88633, 4.04408, -3.29719)
N (5.61031, 3.19743, -4.24475)
C (6.65894, 2.45096, -3.54524)
B (4.76935, 2.33964, -5.05306)
O (5.33748, 1.87537, -6.24949)
C (3.32129, 1.81560, -4.67640)
C (2.06009, 2.67556, -4.86657)
O (1.09965, 2.21636, -3.95957)
P (1.89621, 1.71475, -2.48185)
C (0.30929, 2.22575, -1.46984)
F (0.54862, 2.34018, -0.11412)
F (-0.68969, 1.28311, -1.55721)
F (-0.27997, 3.40551, -1.81920)
O (3.29825, 1.18708, -3.41108)
H (4.83241, 3.60588, -2.30218)
H (3.88563, 4.26727, -3.63426)
H (5.41604, 4.99342, -3.19322)
H (7.16477, 1.79519, -4.24747)
H (7.40083, 3.14461, -3.15544)
H (6.23943, 1.85925, -2.73344)
H (5.35591, 0.92141, -6.21913)
H (3.15770, 1.00887, -5.40783)
H (1.67221, 2.46424, -5.86338)
H (2.20014, 3.75916, -4.84595)
H (2.41906, 3.07036, -2.41990)
H (2.59572, 1.44718, -1.24631)
H (1.35460, 0.39403, -2.57403)
C (0.04484, 0.46344, 2.26926)
C (-1.39727, 0.86389, 1.97317)
C (-1.91508, 1.97665, 2.87991)
C (-1.95613, 1.62203, 4.36774)
C (-2.78221, 0.38223, 4.70687)
C (-4.25837, 0.51400, 4.34287)
H (0.15209, 0.06923, 3.28418)
H (0.37619, -0.31101, 1.57679)
H (0.71622, 1.31342, 2.15698)
H (-2.04799, -0.01504, 2.04944)
H (-1.45945, 1.19971, 0.93917)
H (-2.91502, 2.26919, 2.54579)
H (-1.28604, 2.86176, 2.74881)
H (-2.35637, 2.47857, 4.92165)
H (-0.93726, 1.47657, 4.73673)
H (-2.69821, 0.19119, 5.78103)
H (-2.36124, -0.49487, 4.20751)
H (-4.71064, 1.36476, 4.85769)
H (-4.81113, -0.38298, 4.62871)
H (-4.39546, 0.65595, 3.27038)
C (-0.49797, -3.63179, 2.46340)
C (-1.44024, -3.09547, 1.38974)
C (-2.91425, -3.17219, 1.78216)
C (-3.44745, -4.58598, 2.01938)
C (-3.29126, -5.53698, 0.83421)
C (-4.05027, -5.08603, -0.41074)
H (-0.67051, -4.69129, 2.66381)
H (0.54151, -3.52263, 2.15265)
H (-0.62507, -3.08348, 3.39979)
H (-1.26717, -3.62693, 0.45031)
H (-1.19166, -2.05081, 1.19574)
H (-3.51079, -2.68103, 1.00868)
H (-3.06869, -2.58597, 2.69467)
H (-4.50867, -4.51818, 2.28129)
H (-2.95167, -5.02269, 2.89111)
H (-3.65482, -6.52462, 1.13250)
H (-2.23322, -5.66298, 0.59082)
H (-5.11741, -4.98767, -0.19976)
H (-3.93412, -5.80910, -1.21935)
H (-3.68835, -4.12512, -0.77704)

Forces on the atoms, in the same order (eV/Å):
C 0.6 0.3 0.0
N -1.0 -0.5 0.5
C 0.2 0.5 -0.7
B 0.2 0.6 -0.1
O 0.6 0.1 0.6
C 0.1 -0.8 -0.6
C -0.7 -0.2 -0.3
O 0.2 -0.3 0.1
P 0.6 0.3 0.2
C -0.1 0.0 0.1
F -0.1 0.1 -0.4
F 0.2 0.3 0.1
F 0.2 -0.3 0.1
O -0.2 0.9 0.4
H -0.2 -0.2 0.1
H -0.2 0.0 -0.1
H 0.1 0.2 0.0
H 0.1 -0.1 -0.1
H 0.2 0.1 0.2
H 0.0 -0.1 0.2
H -0.4 -0.5 -0.5
H 0.0 -0.2 -0.1
H 0.0 0.1 -0.2
H 0.2 0.2 0.5
H -0.3 0.0 0.1
H -0.2 -0.3 -0.1
H -0.1 0.1 -0.1
C -0.1 -0.1 0.1
C 0.1 0.0 0.0
C -0.1 0.0 0.0
C 0.0 0.0 0.0
C -0.1 0.0 0.1
C 0.1 -0.1 0.0
H 0.0 0.0 0.0
H 0.1 0.0 0.0
H 0.0 0.0 0.0
H 0.0 0.0 0.0
H 0.0 0.0 0.0
H 0.0 0.0 0.0
H 0.0 0.0 0.0
H 0.0 0.0 0.0
H 0.0 0.0 0.0
H 0.0 0.0 0.0
H 0.0 0.0 0.0
H 0.0 0.0 0.0
H 0.0 0.0 0.0
H 0.0 0.0 0.0
C 0.0 0.0 -0.1
C 0.0 0.0 0.1
C 0.0 0.0 0.0
C 0.0 0.0 0.0
C -0.1 0.0 0.0
C 0.1 -0.1 0.0
H 0.0 0.0 0.0
H 0.0 0.0 0.0
H 0.0 0.0 0.0
H 0.0 0.0 0.0
H 0.0 0.0 -0.1
H 0.0 0.0 0.0
H 0.0 0.0 0.0
H 0.0 0.0 0.0
H 0.0 0.0 0.0
H 0.0 0.0 0.0
H 0.0 0.0 0.0
H 0.0 0.0 0.0
H 0.0 0.0 0.0
H 0.0 0.0 0.0

Summary:
Total charge: -1
Spin multiplicity: 1
E_HOMO: -0.176 Eh
Gap between HOMO and LUMO: 0.2710 hartree


(5)
Here is a 2-piece molecular cluster, C3H10NO overall in a non-equilibrium geometry from the Open Molecules 2025 dataset. Energies are from ωB97M-V with the def2-TZVPD basis set.

Atoms and positions in Å:
C (0.60382, 0.84836, -0.62795)
O (0.14567, 2.35868, -0.23318)
C (-0.44991, -0.13695, -0.88297)
C (0.02987, -1.45846, -1.13489)
N (-0.39579, -0.18837, 2.33823)
H (1.31157, 1.04291, -1.45749)
H (1.37853, 0.75729, 0.16913)
H (-0.78061, 2.35354, 0.07517)
H (-1.39517, 0.30837, -1.16851)
H (-0.08929, -1.81360, -2.18501)
H (-0.37132, -2.30397, -0.52160)
H (1.11722, -1.46063, -0.97958)
H (0.21863, 0.43036, 1.82436)
H (-0.61015, -0.69297, 1.51123)
H (-0.71308, -0.04455, 3.27307)

Forces on the atoms, in the same order (eV/Å):
C -1.3 4.8 2.2
O 0.5 -3.6 -1.2
C 2.2 1.7 -1.1
C 1.1 -1.6 0.2
N 2.2 1.0 -2.8
H -0.6 -0.4 -0.5
H -0.6 -1.1 -0.2
H 0.4 -0.2 -0.1
H -0.6 -0.5 0.4
H -0.7 0.4 0.4
H -0.2 0.7 -0.3
H -0.2 -0.2 0.2
H 0.3 1.1 2.0
H -1.9 -1.9 1.0
H -0.6 -0.2 -0.2

Summary:
Total charge: +1
Spin multiplicity: 1
Relative energy (zero: lowest compared OMol25 entry of this formula, charge and spin): 122.7 kcal per mole
E_HOMO: -0.509 Eh
Gap between HOMO and LUMO: 0.2165 hartree


(6)
Here is one molecule with the formula C6H15NO in a non-equilibrium geometry from the Open Molecules 2025 dataset. Energies are from ωB97M-V with the def2-TZVPD basis set.

Atoms and positions in Å:
C (-0.90295, -1.68616, 0.70184)
C (-0.22699, -0.62689, -0.17424)
C (-0.60087, 0.78960, 0.18110)
C (-2.28219, 0.90526, 0.12130)
N (-0.09060, 1.79749, -0.71944)
C (1.44895, -0.87635, -0.04172)
C (2.36592, 0.09499, -0.75916)
O (1.88538, -1.00962, 1.30742)
H (-0.43149, -2.66640, 0.57553)
H (-0.84649, -1.41874, 1.76256)
H (-1.95666, -1.80479, 0.43537)
H (-0.46784, -0.81268, -1.22715)
H (-0.31208, 1.03569, 1.20662)
H (-2.60013, 1.81421, 0.64333)
H (-2.63521, 0.98582, -0.91229)
H (-2.85959, 0.10777, 0.59419)
H (-0.41749, 2.72526, -0.45901)
H (-0.39990, 1.62481, -1.67428)
H (1.61643, -1.86588, -0.48441)
H (3.40028, -0.27099, -0.72440)
H (2.06952, 0.21377, -1.80484)
H (2.40258, 1.07317, -0.26563)
H (1.84142, -0.12932, 1.71731)

Forces on the atoms, in the same order (eV/Å):
C -0.1 0.1 -0.1
C 3.1 -0.5 0.3
C -3.8 0.2 -0.3
C 1.4 0.1 0.6
N 0.5 0.2 -0.2
C -1.5 -0.1 -0.3
C 0.2 0.3 0.0
O -0.6 0.4 0.2
H 0.0 0.2 0.0
H 0.0 -0.1 -0.2
H 0.1 0.0 0.1
H 0.1 0.0 0.0
H 0.1 -0.1 0.0
H 0.2 0.1 -0.2
H 0.4 -0.1 0.0
H 0.4 -0.1 0.0
H 0.0 -0.3 0.0
H 0.0 0.0 0.2
H -0.2 0.1 0.2
H -0.3 -0.2 -0.1
H 0.1 0.2 0.1
H -0.3 -0.1 -0.3
H 0.1 -0.4 -0.2

Summary:
Spin multiplicity: 1
Relative energy (zero: lowest compared OMol25 entry of this formula, charge and spin): 33.8 kcal per mole
E_HOMO: -0.327 Eh
Gap between HOMO and LUMO: 0.3638 hartree
SMILES: C[C@@H]([C@H](C)N)[C@@H](C)O


(7)
Here is a 2-piece molecular cluster, C4H4ClF overall in a non-equilibrium geometry from the Open Molecules 2025 dataset. Energies are from ωB97M-V with the def2-TZVPD basis set.

Atoms and positions in Å:
F (-1.21347, 1.66941, -1.45405)
C (-0.96445, 0.41622, -1.07902)
C (-0.84289, -0.46308, -2.06401)
Cl (-0.43427, -2.17207, -1.91355)
H (-0.95455, 0.36460, 0.00918)
H (-0.84161, 0.02215, -2.97679)
C (1.10760, 0.24350, -0.53647)
C (1.15774, -0.92366, -0.24515)
H (1.47938, 1.20381, -0.81316)
H (1.11836, -1.84486, 0.33095)

Forces on the atoms, in the same order (eV/Å):
F -0.1 1.0 -0.3
C -1.5 -0.6 0.5
C -0.6 -1.2 1.3
Cl -1.0 1.5 -0.6
H -0.6 -0.4 -0.6
H -0.1 0.0 -2.2
C 2.9 -0.6 0.5
C 1.3 -0.4 2.4
H -0.5 0.2 -0.1
H 0.2 0.6 -0.8

Summary:
Spin multiplicity: 1
Relative energy (zero: lowest compared OMol25 entry of this formula, charge and spin): 89.0 kcal per mole
E_HOMO: -0.317 Eh
Gap between HOMO and LUMO: 0.3491 hartree
SMILES: F/C=C/Cl.C#C


(8)
Here is one molecule with the formula C2HNO4 in a non-equilibrium geometry from the Open Molecules 2025 dataset. Energies are from ωB97M-V with the def2-TZVPD basis set.

Atoms and positions in Å:
C (-0.90989, -0.39675, -0.71011)
C (-0.05637, -0.41492, 0.52910)
N (0.97403, 0.69369, 0.45131)
O (-1.49642, 0.58388, -1.08573)
O (-0.07428, -1.26581, 1.41701)
O (0.69634, 1.70165, 1.06587)
O (1.80324, 0.45608, -0.35667)
H (-0.93666, -1.35782, -1.31078)

Forces on the atoms, in the same order (eV/Å):
C 1.6 -3.5 1.3
C -0.9 -2.7 1.4
N -2.7 0.5 0.7
O -1.1 2.8 -1.3
O 0.4 1.9 -2.2
O 0.9 -0.2 -0.2
O 2.0 0.4 -0.7
H -0.2 0.7 0.9

Summary:
⟨S²⟩: 2.013
Spin multiplicity: 3
Relative energy (zero: lowest compared OMol25 entry of this formula, charge and spin): 14.0 kcal per mole
E_HOMO (spin up / spin down): -0.307 / -0.410 Eh
Gap between HOMO and LUMO (spin up / spin down): 0.2835 / 0.2545 hartree


(9)
Here is C4F18KN2O8PS4 as an isolated structure in a non-equilibrium geometry from the Open Molecules 2025 dataset. Energies are from ωB97M-V with the def2-TZVPD basis set.

Atoms and positions in Å:
K (0.19009, 0.17261, 0.01679)
P (3.74970, 1.63249, 0.99760)
F (4.22008, 3.00191, 0.33309)
F (2.17113, 2.11410, 0.83356)
F (3.63981, 0.92810, -0.45054)
F (3.20312, 0.25312, 1.70839)
F (5.23975, 1.08410, 1.19184)
F (3.76076, 2.32498, 2.45859)
C (-1.79963, -0.88811, 3.44599)
F (-1.67140, 0.38052, 3.05421)
F (-0.62598, -1.24585, 3.97189)
F (-2.76529, -1.00035, 4.34710)
S (-2.19209, -1.98029, 1.96519)
O (-2.81262, -3.13302, 2.52840)
O (-2.99144, -1.11566, 1.15349)
N (-0.67599, -2.10220, 1.30496)
S (-0.21249, -3.61115, 1.41823)
O (-0.02172, -4.03751, 2.77846)
O (-0.91072, -4.49003, 0.52019)
C (1.54738, -3.53814, 0.81320)
F (1.59431, -3.65265, -0.51733)
F (2.08002, -2.34241, 1.11390)
F (2.28100, -4.47281, 1.39775)
C (-1.62770, -0.95238, -2.80890)
F (-2.43492, -1.06360, -1.77507)
F (-0.39608, -1.34900, -2.44478)
F (-2.02832, -1.70051, -3.82934)
S (-1.53818, 0.80159, -3.43104)
O (-0.55934, 0.77045, -4.47051)
O (-2.87481, 1.13590, -3.78483)
N (-1.02440, 1.56125, -2.03406)
S (-1.31575, 3.10369, -2.36283)
O (-0.86464, 3.50869, -3.66596)
O (-2.58714, 3.64806, -1.97587)
C (-0.13686, 3.91114, -1.16744)
F (-0.22901, 5.23401, -1.32539)
F (-0.48298, 3.60279, 0.08844)
F (1.10234, 3.50617, -1.39735)

Forces on the atoms, in the same order (eV/Å):
K 0.4 0.3 0.2
P -1.3 -0.6 0.9
F 0.4 0.2 -0.2
F 0.0 -0.2 -0.1
F 0.1 -0.1 -0.1
F -0.2 0.1 -0.4
F 0.4 0.3 -0.2
F 0.3 0.1 0.0
C 0.8 -0.7 -0.9
F -0.3 0.2 0.1
F -0.3 -0.1 0.4
F 0.0 0.3 0.3
S 0.7 1.8 0.0
O 0.3 -0.6 -0.1
O 0.0 0.2 -0.4
N -2.0 -0.2 0.5
S 0.7 -1.4 0.6
O 0.0 -0.1 0.0
O 0.2 0.0 -0.1
C -0.3 1.4 -0.2
F 0.2 -0.4 0.0
F 0.0 -0.2 0.1
F -0.1 -0.2 -0.3
C 0.6 1.2 -0.3
F -0.2 -0.3 0.0
F 0.0 -0.2 0.2
F -0.2 -0.3 0.2
S 0.9 -0.4 1.0
O 0.3 -0.3 0.0
O -0.9 0.1 -0.1
N -1.0 -0.3 -1.9
S 0.3 1.8 0.6
O 0.3 -0.1 -0.1
O -0.2 -0.5 0.5
C -0.5 -0.7 -0.5
F 0.2 -0.1 0.1
F 0.2 0.1 0.1
F 0.1 0.3 0.1

Summary:
Total charge: -2
Spin multiplicity: 1
Relative energy (zero: lowest compared OMol25 entry of this formula, charge and spin): 5.6 kcal per mole
E_HOMO: -0.189 Eh
Gap between HOMO and LUMO: 0.3508 hartree


Computed E (eV) in order:
-19106.399, -9270.254, -33237.749, -44046.788, -6798.990, -10002.289, -19447.597, -11762.698, -141387.713